Record 1
ORCA calculation (wB97M-V/def2-TZVPD) on a molecular structure, C12H30BrMnN2O4 at a distorted geometry.

Atoms and positions in Å:
Mn  -0.450547  -0.868756  -1.615796
Br  1.946273  0.350194  -1.996446
C  2.629133  -1.196186  2.988224
O  2.529523  0.233294  2.537434
C  3.541893  0.583514  1.568284
C  3.454223  1.996634  1.006924
N  2.040193  2.214134  0.665674
C  1.679183  3.641624  0.486354
C  0.170073  3.767464  0.469714
O  -0.339287  2.982564  1.547214
C  -1.772107  2.983764  1.465564
H  1.857543  -1.232276  3.757274
H  3.563143  -1.507726  3.455854
H  2.408183  -1.906306  2.191354
H  3.413323  -0.087716  0.719154
H  4.462453  0.391824  2.119584
H  4.106953  1.930924  0.136454
H  3.747793  2.617694  1.853214
H  1.898993  1.845204  -0.263876
H  2.149363  3.998294  -0.430066
H  2.127523  4.089784  1.373054
H  -0.124357  3.421514  -0.521116
H  -0.153817  4.808194  0.460684
H  -2.328777  3.913474  1.583284
H  -2.014707  2.313244  2.289984
H  -2.184977  2.443194  0.613844
C  1.908723  -3.036726  -0.727466
O  0.591093  -2.822466  -1.184606
C  -0.327677  -3.986006  -0.994576
C  -1.739787  -3.505396  -0.511636
N  -2.175277  -2.417006  -1.368946
C  -3.337237  -1.758426  -0.786996
C  -3.588737  -0.425216  -1.623266
O  -2.400997  0.398914  -1.605876
C  -2.703087  1.664174  -2.088746
H  2.078653  -3.683046  0.133634
H  2.424753  -2.098936  -0.521686
H  2.245653  -3.533006  -1.637576
H  0.096333  -4.729476  -0.319616
H  -0.463227  -4.456716  -1.968306
H  -1.791747  -3.352586  0.566344
H  -2.400867  -4.368896  -0.585476
H  -2.573807  -2.942396  -2.133956
H  -3.369737  -1.529056  0.278104
H  -4.028167  -2.536126  -1.112416
H  -4.369827  0.013684  -1.002486
H  -3.854437  -0.822486  -2.602896
H  -3.238727  1.615184  -3.036786
H  -1.902527  2.400964  -2.154666
H  -3.436517  2.183494  -1.471906

Force components x, y, z for each atom (eV/Å):
1.4 0.4 -0.1
-1.8 -1.1 -0.3
-0.7 2.3 -0.2
0.4 -1.7 0.2
-0.6 -1.3 0.8
-1.5 -1.4 1.2
0.2 1.0 -0.7
0.9 -1.1 1.2
1.1 -0.3 -0.1
-1.6 1.5 -1.6
0.4 -1.6 1.4
0.0 -0.2 -0.1
0.4 0.5 -0.1
-0.1 0.1 -0.3
0.3 -0.4 -0.1
0.6 0.1 -0.6
0.5 0.9 0.1
0.2 0.7 -0.6
0.0 -0.5 0.2
-0.2 0.7 0.0
-0.2 0.7 -0.2
-0.6 -0.7 -0.1
-0.1 0.2 0.6
0.5 0.4 0.0
-0.5 0.3 0.3
0.4 0.2 -0.7
1.5 -0.6 -1.3
-3.5 -0.1 1.6
-0.4 1.1 0.0
1.9 -1.8 0.4
1.7 0.4 1.0
-0.8 1.2 -2.1
0.4 -2.3 2.2
0.3 -2.0 0.3
-1.5 2.5 -0.8
-0.8 -0.1 0.1
-0.3 0.0 -0.4
1.6 0.0 0.5
0.1 0.3 0.1
0.2 0.0 -0.1
0.4 1.0 -0.1
-0.2 -0.2 -0.4
0.4 0.5 -0.8
0.6 -0.5 -0.1
-1.7 0.9 1.1
-0.3 0.7 -0.9
-0.2 1.1 -0.3
0.4 -0.2 -0.4
0.6 -0.8 0.0
-0.1 -0.3 0.6

Summary:
Expectation value of S²: 8.7541
Highest occupied orbital energy (spin up / spin down) in eV: -10.31 / -10.31
Charge: +1
Spin multiplicity: 6
E in eV: -125454.02457
Molar mass in g mol⁻¹: 401.22

Record 2
ORCA calculation (wB97M-V/def2-TZVPD) on a molecular structure, C12H30BrO6Sr at a distorted geometry.

Atoms and positions in Å:
Sr  -0.111630  -0.268504  0.115592
Br  -2.872405  0.626025  -0.279007
C  -0.456681  -1.989282  3.397211
O  -0.393361  -0.733679  2.745668
C  -0.025155  0.296485  3.656203
C  -0.194283  1.621381  2.926991
O  0.542708  1.632503  1.715835
C  1.867013  2.122204  1.908724
H  -1.311852  -2.100929  4.069437
H  0.469405  -2.245079  3.913455
H  -0.650759  -2.767679  2.656651
H  1.008460  0.126250  3.988434
H  -0.586485  0.277511  4.595483
H  0.076812  2.370797  3.676642
H  -1.245016  1.765401  2.673999
H  1.868675  2.992797  2.563122
H  2.328651  2.389994  0.958589
H  2.509959  1.348865  2.343731
C  -1.457983  -1.165149  -3.260547
O  -0.379427  -1.571484  -2.402851
C  -0.251867  -2.946834  -2.184260
C  -1.276120  -3.459814  -1.171924
O  -1.367083  -2.549621  -0.082513
C  -2.493774  -2.883940  0.720048
H  -2.359113  -1.641262  -2.872417
H  -1.274745  -1.410551  -4.306417
H  -1.588735  -0.091890  -3.156191
H  0.733696  -3.245757  -1.812286
H  -0.318234  -3.516616  -3.116140
H  -1.021058  -4.458632  -0.800454
H  -2.216290  -3.667833  -1.695225
H  -2.265174  -3.813571  1.259959
H  -3.414399  -3.086456  0.169045
H  -2.714926  -2.086036  1.425088
C  -0.383275  3.626586  -0.214499
O  -0.029582  2.456582  -0.907441
C  0.845502  2.712156  -1.989808
C  1.283238  1.411668  -2.610988
O  1.866332  0.534502  -1.632319
C  3.273150  0.616557  -1.570062
H  -1.298549  3.436865  0.340265
H  -0.577747  4.445430  -0.914828
H  0.372083  4.021159  0.474195
H  1.707243  3.271265  -1.599865
H  0.370148  3.344554  -2.747127
H  1.937927  1.524067  -3.474371
H  0.409904  0.840513  -2.937565
H  3.631187  1.566285  -1.156340
H  3.768184  0.448186  -2.527145
H  3.665433  -0.125991  -0.871777

Force components x, y, z for each atom (eV/Å):
-0.8 0.5 -0.8
0.4 -0.1 0.2
-0.4 -1.2 -0.3
0.0 -0.2 0.3
0.4 0.2 -0.2
-0.6 -0.9 1.1
0.5 0.5 0.4
0.6 -0.3 0.0
0.1 0.6 0.3
0.1 0.2 0.1
0.3 0.2 -0.2
0.1 0.1 -0.3
-0.5 0.0 -0.3
0.3 0.5 -0.6
0.0 0.0 -0.1
0.0 0.0 0.0
-0.4 0.0 -0.2
-0.1 0.0 0.2
-0.3 -0.4 0.6
0.9 0.9 0.2
-0.1 -1.2 0.2
0.1 -0.6 -0.7
-0.5 -0.2 -0.5
-0.3 -0.6 0.9
-0.2 0.1 -0.4
0.1 -0.2 0.0
0.1 0.0 0.1
0.3 0.9 0.1
-0.4 0.0 -0.1
0.5 0.1 0.0
-0.4 0.8 0.4
0.0 0.1 0.1
0.2 0.3 -0.5
0.2 0.1 -0.1
-0.6 0.9 0.0
0.4 -0.6 -0.3
0.5 0.4 0.2
-0.8 -0.8 0.4
0.2 0.0 0.1
0.9 0.1 0.7
0.0 -0.2 0.0
-0.2 -0.1 -0.1
0.3 -0.4 0.0
0.1 0.0 -0.2
-0.1 -0.1 0.0
0.1 0.2 0.1
-0.1 0.3 -0.2
-0.2 0.2 -0.2
-0.3 0.0 -0.2
-0.3 -0.2 -0.1

Summary:
Highest occupied orbital energy in eV: -10.96
Charge: +1
Spin multiplicity: 1
E in eV: -96089.29716
Molar mass in g mol⁻¹: 437.89

Record 3
ORCA calculation (wB97M-V/def2-TZVPD) on a molecular structure, C12H30CaN2O8S at a distorted geometry.

Atoms and positions in Å:
Ca  -0.724161  0.177405  0.758344
S  -1.968341  2.601243  1.541562
O  -2.828165  3.514669  0.827933
O  -1.748147  2.923734  2.932720
O  -2.592868  1.291554  1.410095
O  -0.691511  2.327236  0.884709
C  0.074271  -3.068014  -0.413776
O  -0.586132  -2.191522  0.519488
C  -1.088140  -2.956132  1.641793
C  -1.580508  -1.999635  2.743636
N  -0.826529  -0.769365  2.845563
C  0.483543  -1.019082  3.466185
C  1.451534  0.174991  3.108234
O  1.527854  0.514345  1.672408
C  2.455631  1.541505  1.427059
H  -0.525668  -3.868358  -0.846917
H  0.905207  -3.567183  0.084709
H  0.477688  -2.413084  -1.186056
H  -0.326438  -3.584591  2.103254
H  -1.940786  -3.590872  1.400555
H  -1.589165  -2.595300  3.656433
H  -2.612991  -1.704655  2.556367
H  -1.313078  -0.136902  3.464721
H  0.900834  -1.981917  3.171388
H  0.341996  -1.079172  4.545283
H  2.451044  -0.057258  3.475869
H  1.092271  1.045495  3.657101
H  2.417875  1.800471  0.368939
H  3.470565  1.166203  1.558051
H  2.398486  2.492681  1.956299
C  -3.166515  -1.505081  -0.743732
O  -2.135006  -0.580581  -0.823521
C  -1.676258  -0.343192  -2.172425
C  -0.850789  0.933982  -2.147211
N  0.303431  0.829698  -1.252205
C  1.408384  0.193001  -2.062438
C  1.955620  1.060498  -3.195159
O  2.281961  2.315860  -2.668325
C  2.970539  3.103619  -3.647323
H  -3.968239  -1.411275  -1.476212
H  -3.556402  -1.411497  0.269833
H  -2.708284  -2.488384  -0.849794
H  -2.546908  -0.196080  -2.811506
H  -1.068431  -1.210324  -2.430754
H  -1.652422  1.569712  -1.771262
H  -0.641096  1.256663  -3.167022
H  0.668902  1.769327  -1.191979
H  1.225009  -0.796527  -2.481132
H  2.162493  0.038104  -1.290794
H  1.243704  1.358294  -3.964963
H  2.820185  0.546292  -3.614925
H  2.450121  3.030712  -4.602282
H  3.995258  2.783194  -3.835385
H  2.978567  4.165491  -3.401433

Force components x, y, z for each atom (eV/Å):
-0.3 1.0 0.2
-2.3 1.7 0.7
0.4 1.2 -0.4
0.4 0.4 1.0
-1.8 -4.2 0.5
3.5 1.2 -1.6
0.6 0.7 0.3
0.0 -2.5 0.6
0.0 1.1 0.7
-0.9 -0.1 -0.5
0.9 -1.2 1.3
0.8 1.3 -0.9
-0.3 -0.3 0.0
-0.6 -0.9 1.9
1.2 0.2 -1.0
-0.6 0.3 0.1
0.2 0.1 0.1
-0.1 -0.2 -0.1
0.4 -0.1 -0.5
0.1 -0.1 -0.5
0.0 0.0 0.3
-0.1 0.0 -0.1
-0.4 0.5 -0.2
0.0 0.1 -0.4
0.4 0.2 0.2
0.2 0.0 -0.1
-0.1 0.3 -0.2
-0.4 -0.1 0.0
0.2 -0.2 0.3
-0.8 -0.3 0.5
0.1 -0.9 0.8
-0.3 1.2 -2.0
0.6 -0.3 0.8
-2.1 -0.3 0.2
0.8 -0.6 -3.3
0.3 0.3 0.8
-0.4 0.3 0.6
1.4 1.1 0.3
-0.5 0.1 -0.2
0.1 0.4 -0.1
-0.3 0.0 -0.1
-0.3 -0.5 -0.1
0.1 -0.2 -0.2
-0.2 -0.3 -0.6
0.7 1.0 0.4
0.2 0.0 0.0
-0.2 0.6 0.8
-0.7 0.0 0.1
0.6 0.0 -0.4
-0.3 -1.1 -0.5
0.1 0.0 -0.3
-0.2 -0.1 -0.2
0.1 -0.3 0.3
-0.1 -0.2 0.5

Summary:
Highest occupied orbital energy in eV: -6.85
Spin multiplicity: 1
E in eV: -61564.81836
Molar mass in g mol⁻¹: 402.52

Record 4
ORCA calculation (wB97M-V/def2-TZVPD) on a molecular structure, C12H30ClF6NNiO13S2 at a distorted geometry.

Atoms and positions in Å:
Ni  -0.682229  3.669421  -0.584216
Cl  -0.105949  -0.062169  -0.538056
O  -1.430739  -0.599879  -0.615186
O  0.334291  -0.199419  0.724974
O  0.906291  -0.788549  -1.168336
O  -0.068449  1.306411  -0.891976
C  2.431471  0.674301  5.883864
F  1.192511  0.913771  6.306564
F  3.081981  1.846741  5.785904
F  3.046521  -0.037009  6.813094
S  2.528161  -0.273079  4.171804
O  2.512361  0.621551  3.045324
O  3.518421  -1.317209  4.196274
N  1.426461  -1.647679  3.966074
S  0.038881  -0.925869  4.049984
O  -0.047179  0.549691  3.875594
O  -0.763779  -1.593179  3.018074
C  -0.649279  -1.430119  5.763534
F  -1.259899  -2.601939  5.731464
F  0.367901  -1.664039  6.643584
F  -1.562299  -0.528159  6.153464
C  -4.550979  2.223051  -2.887906
C  -3.716759  2.306001  -1.614186
O  -2.493699  3.000271  -1.731286
H  -4.052519  2.317671  -3.852626
H  -5.208669  3.092271  -2.888836
H  -5.189659  1.341321  -2.940156
H  -3.454809  1.251891  -1.522876
H  -4.372049  2.720901  -0.848316
H  -2.285899  2.992551  -2.668496
C  -3.148719  -0.569529  -4.969876
C  -2.916569  -1.083689  -3.540706
O  -1.981659  -2.071789  -3.379806
H  -3.695639  0.373311  -4.975376
H  -3.687879  -1.245589  -5.633466
H  -2.148239  -0.436529  -5.381516
H  -3.882799  -1.319069  -3.094486
H  -2.476959  -0.191039  -3.095726
H  -1.370929  -1.653969  -2.768226
C  2.164511  4.345331  -3.307166
C  0.738331  4.702871  -3.039276
O  0.246371  3.480551  -2.504896
H  2.675611  3.958211  -2.425676
H  2.791351  5.160031  -3.669706
H  2.251201  3.537111  -4.033366
H  0.155391  4.855691  -3.947536
H  0.745111  5.598621  -2.418236
H  0.007091  2.910221  -3.239106
C  4.215501  -0.337719  0.669154
C  3.616731  -1.771589  0.484894
O  2.732121  -2.063759  1.556544
H  4.988211  -0.325419  -0.099526
H  4.732221  -0.067459  1.590054
H  3.485061  0.427461  0.406374
H  4.443041  -2.475349  0.585154
H  3.148241  -1.934739  -0.485666
H  2.007901  -1.501789  1.271424
C  -0.545519  -3.930899  0.378204
C  0.801501  -4.347989  0.992964
O  0.834791  -4.040609  2.378414
H  -0.495059  -4.030049  -0.706106
H  -1.031959  -2.971979  0.556924
H  -1.373899  -4.606309  0.591984
H  1.631921  -3.958449  0.404104
H  0.957721  -5.424769  0.927754
H  -0.104529  -4.148869  2.544394

Force components x, y, z for each atom (eV/Å):
-0.3 -1.1 -1.0
-1.5 -0.6 -1.3
-0.2 0.0 -1.4
1.4 0.3 9.5
1.4 -2.0 -5.2
-0.5 2.1 -1.4
0.1 1.3 1.8
0.6 -0.3 -0.8
-0.6 -1.2 -0.8
-0.1 -0.4 -0.9
1.2 -2.0 -3.2
0.1 -0.1 1.6
2.5 1.3 1.7
0.5 1.7 0.4
-6.4 2.9 -1.4
0.9 -3.0 1.6
0.9 -0.3 1.2
-0.4 -0.8 0.9
-0.3 -0.1 -1.0
-0.6 1.5 -0.7
1.4 -0.3 0.0
-0.9 1.8 -0.4
-0.7 -2.3 -1.0
0.4 1.3 0.0
0.6 -0.3 0.1
-0.3 0.0 -0.2
0.2 -0.1 0.3
0.0 0.0 1.4
0.6 -0.2 0.3
0.2 0.1 0.0
0.4 -0.9 -0.3
-1.3 2.4 -0.8
0.9 -1.0 -0.1
0.1 0.0 0.2
0.0 -0.2 0.1
0.0 0.3 -0.3
0.0 -0.1 0.4
-0.5 0.3 0.7
0.4 -0.7 0.2
1.6 0.2 -0.9
1.2 -0.5 -1.5
-1.4 0.5 2.0
-0.3 0.2 0.3
-0.2 0.2 -0.1
-0.2 0.0 -0.2
0.2 0.7 -0.1
-0.9 -0.5 0.6
0.0 -0.3 0.2
0.0 0.6 -1.0
1.9 -1.0 1.2
1.1 0.0 -1.5
0.0 0.0 -0.2
-0.5 -0.7 0.2
-0.1 -0.1 0.2
-0.1 0.0 0.1
-0.5 0.6 0.0
-2.2 0.7 0.3
-0.5 -0.8 -1.1
-1.4 0.3 0.2
0.1 0.0 -0.8
0.2 0.1 -0.2
1.0 0.5 0.4
0.2 -0.6 0.5
0.5 0.7 0.4
-0.1 -0.4 -0.4
-0.2 0.2 1.0

Summary:
Expectation value of S²: 3.7688
Highest occupied orbital energy (spin up / spin down) in eV: -11.85 / -11.50
Charge: +1
Spin multiplicity: 4
E in eV: -132550.46283
Molar mass in g mol⁻¹: 668.63

Record 5
ORCA calculation (wB97M-V/def2-TZVPD) on a molecular structure, C12H30ClLi2N2O4 at a distorted geometry.

Atoms and positions in Å:
Li  -0.431064  -0.668691  2.528132
Li  0.348286  1.345703  -0.118949
Cl  0.015723  1.608200  2.078663
C  -5.942364  2.057213  -2.332375
O  -5.086916  1.939338  -1.211985
C  -3.994566  2.860823  -1.254843
C  -3.246964  2.664572  0.042368
N  -1.897870  3.297534  -0.069185
C  -1.791661  4.660094  0.450977
C  -0.545070  5.338794  -0.111447
O  -0.809728  5.606479  -1.467155
C  -0.746181  6.979358  -1.795983
H  -5.481485  1.675254  -3.245074
H  -6.314894  3.077184  -2.457775
H  -6.813759  1.449416  -2.089360
H  -4.404116  3.872005  -1.337981
H  -3.397005  2.617539  -2.135095
H  -3.010481  1.601770  0.130473
H  -3.755743  2.998004  0.946301
H  -1.337902  2.780620  0.597565
H  -1.830670  4.648617  1.548716
H  -2.606387  5.310051  0.124415
H  0.327020  4.703706  0.114603
H  -0.250141  6.245700  0.427439
H  -0.746518  7.227746  -2.855428
H  0.176270  7.434886  -1.415700
H  -1.610789  7.464737  -1.323709
C  -0.087531  -6.410052  -0.894966
O  0.851474  -5.485020  -0.397630
C  2.162280  -6.020601  -0.451020
C  3.137475  -4.996047  0.099176
N  2.850197  -4.786121  1.524409
C  4.028110  -4.179125  2.208765
C  4.346353  -2.801500  1.656497
O  3.151163  -2.052406  1.818415
C  3.164092  -0.710564  1.457688
H  0.119856  -7.400152  -0.478846
H  -0.028215  -6.486421  -1.986499
H  -1.127797  -6.176953  -0.676534
H  2.369327  -6.179832  -1.518452
H  2.260599  -6.992361  0.043980
H  3.067909  -4.073808  -0.475637
H  4.148400  -5.389139  -0.077185
H  2.777881  -5.698412  1.965723
H  4.924605  -4.788232  2.028213
H  3.808829  -4.125754  3.271763
H  4.698281  -2.777803  0.621861
H  5.171236  -2.405150  2.264400
H  2.123124  -0.382012  1.499698
H  3.619779  -0.400630  0.511230
H  3.647523  -0.078532  2.217346

Force components x, y, z for each atom (eV/Å):
0.2 0.5 0.1
-0.2 0.5 0.0
0.0 -1.1 -0.2
-0.5 -0.3 0.6
0.2 0.4 -0.1
-1.3 -0.6 0.3
1.8 0.2 -0.7
-0.1 -0.5 0.4
-0.1 0.8 0.1
-0.2 0.0 0.8
0.9 -0.5 -0.8
0.0 0.7 0.9
0.1 0.2 -0.1
0.2 0.1 -0.1
0.0 -0.1 -0.2
0.2 0.1 -0.1
0.4 0.3 0.1
-0.4 -0.1 0.1
-0.4 0.0 -0.1
-0.1 0.0 0.0
0.2 0.1 0.0
-0.3 -0.4 -0.1
0.1 -0.3 -0.9
-0.6 0.2 0.0
-0.3 -0.8 -0.2
-0.1 0.0 0.2
0.2 0.3 -0.1
0.1 -0.6 -0.5
-0.4 -0.1 0.6
-0.1 0.8 -1.1
-0.4 -0.8 0.4
1.3 0.4 0.3
-0.4 -0.2 -1.3
-0.1 0.2 0.9
0.0 0.0 -0.5
0.1 0.9 0.9
-0.1 -0.1 0.0
0.2 0.0 -0.1
0.2 0.5 0.4
0.4 -0.2 0.1
-0.2 0.0 0.3
-0.2 0.1 0.2
0.1 0.0 0.1
-0.4 -0.1 -0.2
0.1 -0.1 0.3
0.1 0.1 0.1
-0.2 -0.2 -0.1
-0.1 0.3 0.0
-0.1 0.1 -0.3
0.0 -0.6 -0.3
0.2 -0.2 0.0

Summary:
Highest occupied orbital energy in eV: -11.26
Charge: +1
Spin multiplicity: 1
E in eV: -37026.45828
Molar mass in g mol⁻¹: 315.72

> What is the spin multiplicity in the first record?

6

> Number 3 is which compound?

C12H30CaN2O8S

> Look up the spin multiplicity of the third one.

1